No. 1
Below is an isolated molecule of C6H11N in a non-equilibrium geometry, with properties calculated with ωB97M-V with the def2-TZVPD basis set.

```
! RIJCOSX wB97M-V def2-TZVPD def2/J DEFGRID3
* xyz 0 1
C 1.816 -0.889 1.065
N 1.180 -1.318 0.067
C -0.237 -1.282 0.048
C -0.960 -2.210 0.665
C -0.818 -0.191 -0.802
C 0.043 1.054 -1.073
C -0.139 2.177 -0.075
H 2.889 -0.801 0.920
H 1.430 -0.713 2.072
H -0.534 -2.959 1.324
H -2.029 -2.319 0.525
H -1.722 0.184 -0.331
H -1.123 -0.581 -1.773
H -0.381 1.414 -2.013
H 1.066 0.774 -1.297
H -0.958 2.080 0.636
H 0.785 2.380 0.474
H -0.309 3.201 -0.433
*
```

- ΔE to the lowest compared entry with this formula, charge and spin: 1.8537 eV
- Kohn-Sham gap: 9.94 eV
- Structure (SMILES): C=NC(=C)CCC



No. 2
Below is a cluster of 2 separate species, C6H11N in total in a non-equilibrium geometry, with properties calculated with ωB97M-V with the def2-TZVPD basis set.

```
! RIJCOSX wB97M-V def2-TZVPD def2/J DEFGRID3
* xyz 0 1
C 0.994 1.518 -0.670
C 0.496 0.764 0.539
C 1.248 -0.368 1.175
C -0.065 -0.628 0.481
C -1.362 -0.949 1.203
H 1.647 2.347 -0.377
H 0.153 1.942 -1.232
H 1.573 0.874 -1.344
H -0.031 1.398 1.249
H 1.301 -0.428 2.259
H 2.143 -0.724 0.667
H 0.056 -1.158 -0.460
H -2.043 -1.489 0.539
H -1.208 -1.557 2.100
H -1.879 -0.032 1.499
C -0.985 -0.496 -2.561
N -2.074 -0.766 -2.292
H 0.036 -0.246 -2.775
*
```

- ΔE to the lowest compared entry with this formula, charge and spin: 1.7343 eV
- Kohn-Sham gap: 10.94 eV
- Structure (SMILES): C[C@@H]1C[C@H]1C.C#N



No. 3
Below is an isolated molecule of C6H11N in a non-equilibrium geometry, with properties calculated with ωB97M-V with the def2-TZVPD basis set.

```
! RIJCOSX wB97M-V def2-TZVPD def2/J DEFGRID3
* xyz 0 1
C 2.686 -0.258 0.685
C 1.586 -0.154 -0.101
C 0.246 -0.240 0.429
N 0.139 -0.481 1.803
C -0.786 0.092 -0.397
C -2.230 -0.195 -0.005
C -0.556 0.807 -1.690
H 3.683 -0.073 0.293
H 2.793 -0.833 1.602
H 1.868 -0.050 -1.137
H 0.668 0.074 2.448
H -0.840 -0.589 2.017
H -2.423 0.329 0.935
H -2.280 -1.273 0.202
H -2.987 -0.027 -0.763
H -1.470 1.273 -2.064
H 0.252 1.532 -1.780
H -0.349 0.065 -2.476
*
```

- ΔE to the lowest compared entry with this formula, charge and spin: 1.8723 eV
- Kohn-Sham gap: 8.32 eV
- Structure (SMILES): C=CC(N)=C(C)C



Q: What is the ΔE to the lowest compared entry with this formula, charge and spin in the first record?
A: 1.8537 eV